C6H43N2O16 | wB97M-V/def2-TZVPD

Results
**Kohn-Sham gap**: 8.197 eV
**Largest force on an atom**: 0.119 hartree/bohr
**HOMO level**: -10.99 eV
**Charge**: +1
**Multiplicity**: 1

Atoms and positions in Å:
C (0.3393, -1.9195, 2.0703)
C (1.4051, -1.2093, 1.2430)
N (0.6932, -0.2564, 0.2461)
C (1.1407, 0.1697, -1.0012)
C (0.1255, 1.0332, -1.4731)
N (-0.8485, 1.1783, -0.5602)
C (-0.4947, 0.3949, 0.5715)
C (-2.0707, 1.9500, -0.7367)
H (0.8054, -2.7437, 2.6102)
H (-0.3962, -2.3955, 1.4218)
H (-0.2429, -1.2463, 2.6996)
H (1.9671, -1.9159, 0.6322)
H (2.0903, -0.6186, 1.8511)
H (2.0943, -0.2114, -1.3355)
H (0.0001, 1.5048, -2.4365)
H (-1.1223, 0.3884, 1.4504)
H (-2.7501, 2.0687, 0.1074)
H (-2.7474, 1.4750, -1.4470)
H (-1.7457, 2.9513, -1.0194)
O (2.5731, -1.9592, 3.5301)
H (1.8375, -2.5397, 3.3344)
H (2.8887, -1.6742, 2.6725)
O (-1.9147, -3.5611, 0.9544)
H (-1.1277, -3.7066, 0.4293)
H (-1.9444, -4.3066, 1.5540)
O (-4.2842, 1.5910, -1.8176)
H (-4.2009, 2.5308, -1.6561)
H (-3.8236, 1.4478, -2.6444)
O (-0.2200, 2.9104, 1.2499)
H (0.3312, 2.2079, 1.5945)
H (0.1331, 3.0866, 0.3778)
O (-3.4587, 3.5225, -1.1687)
H (-4.0755, 4.2532, -1.2117)
H (-2.6614, 3.9028, -0.8000)
O (2.1618, -3.8345, 1.9074)
H (2.9128, -4.2165, 2.3616)
H (1.4116, -4.0487, 2.4619)
O (-2.8474, -0.2132, 1.6401)
H (-3.3796, -0.1851, 0.8450)
H (-2.9831, -1.0943, 1.9887)
O (3.0355, -2.8317, -0.1290)
H (3.0618, -3.5181, -0.7957)
H (2.5563, -3.2242, 0.6007)
O (2.4124, 1.8884, 0.8143)
H (2.8851, 2.6794, 1.0731)
H (2.1659, 1.4746, 1.6415)
O (-0.0007, -3.3779, -0.1789)
H (-0.6803, -3.0042, -0.7399)
H (0.7037, -3.6164, -0.7816)
O (3.5286, -0.1253, -1.7422)
H (3.6034, -0.3710, -2.6643)
H (3.1605, 0.7582, -1.7583)
O (0.3662, 3.1921, -2.7483)
H (0.7288, 3.9529, -3.2022)
H (-0.2156, 2.7847, -3.3900)
O (-2.1904, 0.7566, -2.9397)
H (-2.9398, 0.7643, -3.5352)
H (-1.8955, -0.1541, -2.9368)
O (3.9065, -1.0493, 1.7892)
H (4.5417, -0.4698, 2.2097)
H (4.0165, -0.8865, 0.8524)
O (1.1852, 3.1635, -0.5583)
H (1.8661, 2.4916, -0.5244)
H (0.9340, 3.2043, -1.4810)
O (-3.8240, 0.1828, -0.1974)
H (-3.7107, 0.4742, -1.1021)
H (-4.7725, 0.1499, -0.0729)

Results of the natural (NBO) charge analysis, in e, for atoms 1 through 5: atom 1 (C): -0.60, atom 2 (C): -0.25, atom 3 (N): -0.32, atom 4 (C): -0.17, atom 5 (C): -0.03

---

C8H12N2 | wB97M-V/def2-TZVPD

Results
**Kohn-Sham gap (alpha / beta)**: 6.358 / 8.700 eV
**Largest force on an atom**: 0.098 hartree/bohr
**HOMO level (alpha / beta)**: -5.45 / -9.07 eV
**Multiplicity**: 3

Atoms and positions in Å:
C (1.0884, -2.0646, -0.7338)
C (0.6725, -1.3231, 0.4187)
C (0.4290, 0.0067, -0.2578)
C (0.2667, -2.1365, 1.5750)
C (0.9428, 1.7231, -0.0217)
C (-0.4900, 1.1895, 0.0625)
C (-1.0229, 0.8856, 1.4704)
C (-1.6145, 1.5796, -1.0525)
N (0.8804, -0.0949, -1.5336)
N (1.1274, -1.3284, -1.7880)
H (1.4214, -3.0608, -0.6781)
H (0.2820, -1.8593, 2.5508)
H (0.4476, -3.1746, 1.4462)
H (1.4761, 2.0750, 0.8467)
H (1.2565, 1.8904, -0.9835)
H (-1.1004, 1.7197, 2.0478)
H (-0.1783, 0.3334, 1.9757)
H (-2.0268, 0.3606, 1.3312)
H (-1.1053, 1.3092, -2.0779)
H (-1.7863, 2.6156, -1.1351)
H (-2.5055, 0.9814, -0.7774)
H (1.5391, -1.6276, -2.6858)

Results of the natural (NBO) charge analysis, in e, for atoms 1 through 5: atom 1 (C): 0.01, atom 2 (C): -0.20, atom 3 (C): 0.13, atom 4 (C): -0.34, atom 5 (C): -0.37

---

C17H17NO2 | wB97M-V/def2-TZVPD

Results
**Kohn-Sham gap**: 8.163 eV
**Largest force on an atom**: 0.018 hartree/bohr
**Structure (SMILES)**: CN1/C(=C\C(=O)c2ccco2)C(C)(C)c2ccccc21
**HOMO level**: -7.76 eV
**Multiplicity**: 1

Atoms and positions in Å:
C (-0.8690, -1.1411, -1.5981)
N (0.0159, -0.4033, -0.7426)
C (-0.1880, 0.8669, -0.2678)
C (-1.3239, 1.5930, -0.2807)
C (-2.6942, 1.1939, -0.5864)
O (-3.4690, 1.9050, -1.2058)
C (-3.1441, -0.0689, 0.0336)
C (-2.6285, -0.7881, 1.0875)
C (-3.5343, -1.8405, 1.3281)
C (-4.5335, -1.6860, 0.4107)
O (-4.3091, -0.6243, -0.3628)
C (1.1315, 1.4069, 0.2775)
C (1.6294, 2.6021, -0.5419)
C (0.9906, 1.7887, 1.7538)
C (2.0425, 0.2210, 0.1001)
C (3.3682, 0.0497, 0.4225)
C (3.9722, -1.1693, 0.1340)
C (3.2524, -2.1871, -0.4679)
C (1.9151, -2.0242, -0.8017)
C (1.3224, -0.8073, -0.5137)
H (-0.2870, -1.6093, -2.3947)
H (-1.4061, -1.9199, -1.0497)
H (-1.5943, -0.4618, -2.0451)
H (-1.2312, 2.6487, -0.0688)
H (-1.7258, -0.5786, 1.6236)
H (-3.4582, -2.6017, 2.0774)
H (-5.4232, -2.2550, 0.2232)
H (0.9430, 3.4397, -0.4506)
H (2.6091, 2.9132, -0.1875)
H (1.7105, 2.3324, -1.5925)
H (0.6778, 0.9272, 2.3399)
H (0.2519, 2.5767, 1.8741)
H (1.9440, 2.1400, 2.1403)
H (3.9321, 0.8417, 0.8919)
H (5.0107, -1.3235, 0.3840)
H (3.7369, -3.1283, -0.6816)
H (1.3632, -2.8285, -1.2626)

Results of the natural (NBO) charge analysis, in e, for atoms 1 through 5: atom 1 (C): -0.41, atom 2 (N): -0.42, atom 3 (C): 0.32, atom 4 (C): -0.44, atom 5 (C): 0.48

---

C40H60P3S2SiZr | wB97M-V/def2-TZVPD

Results
**Kohn-Sham gap**: 6.685 eV
**Largest force on an atom**: 0.029 hartree/bohr
**HOMO level**: -10.10 eV
**Charge**: +1
**Multiplicity**: 1

Atoms and positions in Å:
Zr (0.3060, 0.3540, 0.7191)
C (4.0203, -0.2859, 1.7392)
C (4.2673, -0.1273, 0.2375)
C (5.6838, 0.4036, 0.0156)
P (2.7918, 0.8173, -0.5069)
C (3.5049, 2.5388, -0.6891)
C (2.7043, 3.3516, -1.7027)
C (3.5243, 3.2164, 0.6787)
C (2.7679, 0.2220, -2.2544)
C (3.9027, 0.3711, -3.0480)
C (3.9429, -0.1159, -4.3413)
C (2.8418, -0.7726, -4.8610)
C (1.7044, -0.9028, -4.0854)
C (1.6318, -0.4001, -2.7917)
Si (0.0043, -0.4535, -1.7693)
C (-1.2611, 0.7534, -2.5478)
C (-1.2129, 1.1604, -3.8750)
C (-2.1547, 2.0275, -4.3992)
C (-3.1488, 2.5319, -3.5809)
C (-3.1933, 2.1709, -2.2464)
C (-2.2668, 1.2761, -1.7205)
P (-2.3528, 0.7211, 0.0283)
C (-3.1561, 2.1373, 0.9919)
C (-2.7317, 1.9702, 2.4553)
C (-4.6641, 2.3688, 0.9461)
C (-3.6053, -0.6808, -0.1301)
C (-4.2242, -1.0227, 1.2225)
C (-4.6871, -0.5134, -1.1888)
C (-0.8234, -2.1863, -1.9484)
C (-1.2742, -2.6516, -3.1778)
C (-1.8383, -3.9081, -3.3162)
C (-1.9803, -4.7174, -2.2029)
C (-1.5767, -4.2585, -0.9601)
C (-1.0003, -2.9997, -0.8174)
P (-0.4517, -2.3670, 0.8261)
C (-1.6127, -3.1079, 2.1242)
C (-1.4337, -4.5597, 2.5647)
C (-1.5305, -2.1965, 3.3570)
C (1.1083, -3.3646, 1.0302)
C (2.0618, -2.9408, -0.0815)
C (1.7199, -3.1109, 2.4103)
H (4.7483, -0.9744, 2.1645)
H (3.0165, -0.6711, 1.9381)
H (4.1250, 0.6660, 2.2582)
H (4.2219, -1.1155, -0.2409)
H (5.8531, 1.3616, 0.5011)
H (5.9360, 0.4862, -1.0377)
H (6.3784, -0.3150, 0.4508)
H (4.5341, 2.4366, -1.0534)
H (1.6458, 3.3738, -1.4396)
H (2.8030, 2.9261, -2.6994)
H (3.0646, 4.3792, -1.7270)
H (2.5084, 3.3404, 1.0515)
H (3.9769, 4.2031, 0.5976)
H (4.0936, 2.6458, 1.4090)
H (4.7731, 0.8788, -2.6656)
H (4.8307, 0.0159, -4.9401)
H (2.8642, -1.1629, -5.8673)
H (0.8496, -1.4151, -4.4977)
H (-0.4164, 0.7925, -4.5061)
H (-2.1079, 2.3154, -5.4375)
H (-3.8854, 3.2115, -3.9787)
H (-3.9522, 2.6077, -1.6195)
H (-2.6515, 3.0201, 0.5734)
H (-3.3984, 1.2826, 2.9707)
H (-2.7768, 2.9271, 2.9708)
H (-1.7087, 1.5840, 2.5448)
H (-5.1927, 1.6374, 1.5485)
H (-5.0800, 2.3500, -0.0551)
H (-4.8739, 3.3482, 1.3723)
H (-2.9609, -1.5191, -0.4408)
H (-5.0616, -0.3709, 1.4417)
H (-3.5035, -0.9324, 2.0310)
H (-4.6118, -2.0390, 1.2074)
H (-5.3665, 0.2993, -0.9482)
H (-5.2674, -1.4330, -1.2326)
H (-4.2571, -0.3388, -2.1714)
H (-1.1907, -2.0119, -4.0451)
H (-2.1621, -4.2518, -4.2875)
H (-2.4157, -5.7007, -2.3013)
H (-1.7220, -4.8996, -0.1068)
H (-2.6054, -3.0153, 1.6660)
H (-0.5423, -4.6891, 3.1699)
H (-1.3845, -5.2585, 1.7365)
H (-2.2898, -4.8369, 3.1774)
H (-0.6554, -2.4456, 3.9552)
H (-2.4093, -2.3253, 3.9874)
H (-1.4497, -1.1375, 3.0763)
H (0.8574, -4.4247, 0.9104)
H (2.1884, -1.8507, -0.0636)
H (1.6791, -3.2261, -1.0599)
H (3.0317, -3.4159, 0.0521)
H (1.5483, -2.0787, 2.7380)
H (2.7935, -3.2925, 2.3879)
H (1.2982, -3.7743, 3.1609)
C (0.9459, 3.0168, 4.6097)
C (0.6850, 2.4947, 3.2234)
S (0.9228, 0.7490, 3.0975)
C (0.3064, 3.3120, 2.2225)
C (0.0689, 4.7866, 2.4005)
S (0.0022, 2.7938, 0.5507)
H (1.2145, 2.1919, 5.2681)
H (0.0597, 3.5061, 5.0117)
H (1.7607, 3.7417, 4.5909)
H (0.5795, 5.1881, 3.2691)
H (-0.9982, 4.9904, 2.5084)
H (0.4246, 5.3133, 1.5172)

Results of the Mulliken charge analysis, in e, for atoms 1 through 5: atom 1 (Zr): -3.85, atom 2 (C): -0.85, atom 3 (C): 0.73, atom 4 (C): -1.66, atom 5 (P): 1.72

---

C3H4Br2O | wB97M-V/def2-TZVPD

Results
**Kohn-Sham gap (alpha / beta)**: 8.529 / 7.166 eV
**Largest force on an atom**: 0.076 hartree/bohr
**HOMO level (alpha / beta)**: -8.07 / -7.51 eV
**Multiplicity**: 1

Atoms and positions in Å:
C (0.3401, 0.4668, 0.7060)
C (0.8173, 0.0711, -0.7151)
C (-1.1360, 0.2016, 0.6688)
O (1.0273, -1.1274, -1.1260)
Br (-1.6281, -1.5735, 0.0794)
Br (-2.3641, 1.5523, 0.0342)
H (0.9117, -0.0792, 1.5090)
H (0.5831, 1.5964, 0.7338)
H (0.3333, 0.6744, -1.4011)
H (1.1154, -1.7827, -0.4890)

Results of the natural (NBO) charge analysis, in e, for atoms 1 through 5: atom 1 (C): -0.59, atom 2 (C): 0.20, atom 3 (C): -0.23, atom 4 (O): -0.62, atom 5 (Br): 0.04

---

FH2N2O | wB97M-V/def2-TZVPD

Results
**Kohn-Sham gap (alpha / beta)**: 10.263 / 5.573 eV
**Largest force on an atom**: 0.058 hartree/bohr
**HOMO level (alpha / beta)**: -4.92 / -1.81 eV
**Charge**: -1
**Multiplicity**: 1

Atoms and positions in Å:
N (-0.4151, -0.3616, 0.4192)
N (2.3121, 0.1792, -0.5716)
O (2.7417, -0.7251, -1.1852)
F (3.0778, 0.1767, 0.9555)
H (-0.4857, 0.5839, -0.1550)
H (0.3495, -0.0891, 1.0194)

Results of the natural (NBO) charge analysis, in e, for atoms 1 through 5: atom 1 (N): -0.77, atom 2 (N): 0.20, atom 3 (O): -0.39, atom 4 (F): -0.63, atom 5 (H): 0.28

---

C2H5N2 | wB97M-V/def2-TZVPD

Results
**Kohn-Sham gap (alpha / beta)**: 10.207 / 8.606 eV
**Largest force on an atom**: 0.044 hartree/bohr
**HOMO level (alpha / beta)**: -14.64 / -14.94 eV
**Charge**: +1
**Multiplicity**: 1

Atoms and positions in Å:
C (-1.3868, -0.1329, 0.0876)
C (0.4446, 0.1137, -0.6342)
N (-0.5931, 0.9362, -0.2592)
N (-0.2618, -0.9864, -0.2112)
H (-2.4954, -0.1907, 0.2484)
H (1.3009, 0.4340, -1.3310)
H (1.9707, -0.5298, 1.5078)
H (-0.6345, 1.8979, -0.1757)
H (-0.1633, -1.9037, -0.5292)

Results of the natural (NBO) charge analysis, in e, for atoms 1 through 5: atom 1 (C): 0.29, atom 2 (C): 0.29, atom 3 (N): -0.54, atom 4 (N): -0.54, atom 5 (H): 0.29